[1]
C10H29AsCl3O4PdSi3 | the ωB97M-V functional and the def2-TZVPD basis

Cartesian coordinates (Å):
Pd1 0.2345 -0.2609 0.3930
Cl1 -0.6487 1.8219 1.3872
C1 -1.9272 2.0319 0.1337
Cl2 -1.7326 0.7803 -1.0832
H1 -1.7914 3.0068 -0.3185
H2 -2.8878 1.9245 0.6222
O1 1.8115 -0.5116 -1.4326
Cl3 1.0776 -1.7465 -1.7475
O2 1.8814 -2.6380 -2.5016
O3 0.7566 -2.3249 -0.3888
O4 -0.1622 -1.4349 -2.3934
C2 -0.0066 0.2779 4.5635
Si1 1.7183 0.5239 3.9279
C3 2.9411 0.0255 5.2208
C4 2.0627 2.2623 3.3840
As1 1.9289 -0.8730 1.9779
Si2 1.3857 -3.1570 2.5937
C5 2.1490 -4.4099 1.4808
C6 2.0581 -3.3161 4.3129
C7 -0.4649 -3.1763 2.5397
Si3 4.1283 -0.5473 1.0048
C8 5.1990 -0.5899 2.5202
C9 4.5622 -1.9296 -0.1282
C10 4.1136 1.1283 0.2287
H3 -0.1817 0.9854 5.3790
H4 -0.1387 -0.7279 4.9669
H5 -0.7737 0.4377 3.8089
H6 2.7719 0.7068 6.0613
H7 3.9768 0.1371 4.9055
H8 2.7972 -0.9898 5.5816
H9 1.8202 2.9346 4.2121
H10 1.4843 2.5752 2.5165
H11 3.1184 2.4016 3.1458
H12 3.2300 -4.2994 1.4026
H13 1.7248 -4.3828 0.4802
H14 1.9483 -5.3892 1.9257
H15 3.0997 -2.9965 4.3861
H16 2.0178 -4.3703 4.6009
H17 1.4674 -2.7520 5.0348
H18 -0.8168 -2.8979 1.5443
H19 -0.8959 -2.4866 3.2671
H20 -0.8432 -4.1789 2.7538
H21 5.0077 -1.4579 3.1547
H22 5.0899 0.3143 3.1196
H23 6.2416 -0.6474 2.1940
H24 4.5463 -2.8905 0.3851
H25 5.5880 -1.7564 -0.4687
H26 3.9221 -1.9873 -1.0043
H27 3.9055 1.9031 0.9679
H28 3.3730 1.1875 -0.5675
H29 5.0933 1.3370 -0.2093

* Kohn-Sham gap (alpha / beta): 7.4 / 7.4 eV
* multiplicity: 1
* net charge: +1
* relative energy (zero: lowest compared OMol25 entry of this formula, charge and spin): 0.603 eV



[2]
C10H29AuCl2NOSSbSi3 | the ωB97M-V functional and the def2-TZVPD basis

Cartesian coordinates (Å):
Au1 1.5845 -2.2722 0.5583
O1 0.4375 -3.5400 3.3152
S1 1.2793 -4.4771 2.6015
N1 1.9612 -4.0938 1.3455
Cl1 -2.9402 -4.6327 -1.5628
C1 -1.6514 -5.2105 -0.6102
Cl2 -2.2310 -6.0655 0.8270
H1 -1.0379 -4.3962 -0.3054
H2 -1.1017 -5.9322 -1.2640
C2 -1.8419 1.7702 1.9241
Si1 -1.5695 0.0193 1.4156
C3 -2.8934 -0.6675 0.3723
C4 -1.4832 -1.0103 2.9732
Sb1 0.6653 0.0212 -0.0887
Si2 0.1600 0.4776 -2.5310
C5 1.6729 -0.2999 -3.2621
C6 -0.0446 2.3524 -2.6501
C7 -1.3155 -0.3974 -3.2771
Si3 1.9330 2.0858 0.6999
C8 2.5879 1.4250 2.3667
C9 0.9292 3.6106 0.9367
C10 3.2602 2.4114 -0.5494
H3 -2.8240 1.9245 2.4047
H4 -1.7776 2.5083 1.1500
H5 -1.0773 1.9240 2.7074
H6 -3.7149 -0.8638 1.1236
H7 -2.6234 -1.5895 -0.1579
H8 -3.2830 0.1089 -0.2994
H9 -2.4032 -0.7939 3.5436
H10 -0.5754 -0.9343 3.5438
H11 -1.6174 -2.0679 2.5988
H12 2.6411 0.0934 -2.9204
H13 1.5020 -0.2529 -4.3479
H14 1.5524 -1.3802 -2.9663
H15 0.6412 3.0012 -2.0764
H16 -1.0184 2.6233 -2.2931
H17 0.0613 2.6918 -3.6794
H18 -1.3938 -1.4279 -2.8933
H19 -1.0565 -0.3886 -4.2933
H20 -2.2235 0.1505 -3.1079
H21 1.6977 1.4776 3.0039
H22 3.2340 2.0972 2.8559
H23 3.0053 0.4235 2.4316
H24 0.2457 3.5907 1.7818
H25 0.3898 3.9343 0.0572
H26 1.6403 4.4377 1.0919
H27 3.6969 1.4564 -0.9025
H28 4.0405 3.0787 -0.2006
H29 2.8796 2.9987 -1.3909

* Kohn-Sham gap: 8.9 eV
* multiplicity: 1
* relative energy (zero: lowest compared OMol25 entry of this formula, charge and spin): 0.481 eV



[3]
C10H29B2InNO9 | the ωB97M-V functional and the def2-TZVPD basis

Cartesian coordinates (Å):
C1 1.0481 -1.0117 -3.0285
C2 0.4213 0.3581 -3.3899
O1 0.0988 0.9872 -2.1320
C3 -0.8677 0.2257 -4.2607
In1 -2.6749 -0.0934 -2.9540
C4 -4.4206 -1.0751 -3.9826
B1 -5.0304 -2.1722 -3.0024
O2 -5.2759 -1.7974 -1.6475
O3 -5.3361 -3.4792 -3.4759
O4 -2.1354 -1.2297 -1.2424
N1 -1.9057 -2.4895 -1.5105
O5 -1.7280 -2.7191 -2.6808
B2 -3.3523 1.9562 -2.2189
O6 -3.7497 2.9180 -3.2217
O7 -3.4117 2.3344 -0.8432
H1 0.6167 -1.3031 -2.0581
H2 2.1501 -0.9806 -2.9649
H3 0.7592 -1.8049 -3.7392
H4 1.1802 0.9733 -3.9170
H5 -0.1089 1.8932 -2.3551
H6 -1.0018 1.2129 -4.7616
H7 -0.7722 -0.5307 -5.0598
H8 -4.1625 -1.4804 -4.9763
H9 -5.2405 -0.3330 -4.1337
H10 -4.6765 -2.3245 -1.1126
H11 -6.1891 -3.6951 -3.0988
H12 -4.5741 2.5962 -3.5842
H13 -4.3490 2.4620 -0.6647
C5 0.2281 -0.7074 1.9398
C6 1.4708 -1.4263 1.4368
C7 2.6706 -1.1522 2.3326
O8 1.7550 -1.0056 0.1088
H14 0.3831 0.3756 1.9433
H15 -0.6206 -0.9054 1.2825
H16 -0.0308 -1.0260 2.9534
H17 1.2809 -2.5009 1.3958
H18 2.9064 -0.0847 2.3505
H19 3.5573 -1.6661 1.9548
H20 2.4830 -1.4857 3.3573
H21 1.9224 -0.0579 0.1218
C8 2.6160 2.1141 5.2431
C9 3.8607 1.3978 4.7426
C10 5.0590 1.6721 5.6387
O9 4.1525 1.8224 3.4121
H22 2.7687 3.1975 5.2484
H23 1.7693 1.9142 4.5843
H24 2.3548 1.7947 6.2541
H25 3.6721 0.3242 4.7008
H26 5.2924 2.7410 5.6569
H27 5.9448 1.1586 5.2607
H28 4.8727 1.3396 6.6620
H29 4.3194 2.7689 3.4358

* Kohn-Sham gap: 6.6 eV
* multiplicity: 1
* net charge: -1
* relative energy (zero: lowest compared OMol25 entry of this formula, charge and spin): 0.000 eV



[4]
C10H29N2O5Pd | the ωB97M-V functional and the def2-TZVPD basis

Cartesian coordinates (Å):
Pd1 0.1237 0.3991 -0.7178
O1 1.4806 -0.2505 -2.1633
H1 2.1019 -0.7868 -1.6334
C1 -1.3151 3.9320 -2.7611
C2 -0.1148 3.0279 -2.3594
C3 0.4069 3.5097 -0.9692
O2 0.8786 2.4670 -0.1173
C4 1.4780 3.0376 1.0437
N1 -0.8041 1.7524 -2.2964
H2 -2.0447 3.5194 -3.4579
H3 -0.8454 4.7193 -3.3507
H4 -1.9047 4.2767 -1.9116
H5 0.7637 3.0782 -3.0026
H6 -0.3117 4.1723 -0.4870
H7 1.2134 4.2416 -1.0123
H8 2.1588 3.8505 0.7909
H9 2.0423 2.2726 1.5772
H10 0.7241 3.5197 1.6660
H11 -0.8514 1.4602 -3.2621
H12 -1.7475 1.8108 -1.9406
C5 0.9140 -3.0372 -0.4107
C6 0.5154 -2.2501 0.8195
C7 1.1219 -2.9538 2.0921
O3 0.6207 -4.2545 2.2790
C8 1.4270 -5.1546 3.0156
N2 1.1242 -0.9452 0.8367
H13 1.9933 -3.1827 -0.3646
H14 0.6586 -2.5330 -1.3427
H15 0.5296 -4.0502 -0.2917
H16 -0.5237 -2.1162 1.1203
H17 0.8180 -2.4964 3.0337
H18 2.1874 -3.0208 1.8723
H19 1.8058 -4.6535 3.9063
H20 2.4035 -5.2824 2.5484
H21 0.9695 -6.0951 3.3227
H22 2.0250 -1.0959 0.4056
H23 1.2999 -0.5543 1.7512
C9 -2.4001 0.2082 1.0056
C10 -2.7596 -0.3924 -0.4021
O4 -1.6203 -0.8536 -1.1796
O5 -1.2650 1.0782 0.8753
H24 -1.9611 -0.5337 1.6727
H25 -3.2185 0.7930 1.4255
H26 -3.3339 0.2987 -1.0191
H27 -3.4529 -1.2267 -0.2952
H28 -1.9456 -1.5627 -1.7390
H29 -1.3658 1.8572 1.4272

* Kohn-Sham gap (alpha / beta): 8.0 / 8.3 eV
* multiplicity: 3
* net charge: +1
* relative energy (zero: lowest compared OMol25 entry of this formula, charge and spin): 0.000 eV



Question: multiplicity of number 4 (C10H29N2O5Pd)?
Answer: 3